Here is a molecular structure, C36H108F8N15O31S8 from the Open Molecules 2025 dataset. Energies are from ωB97M-V/def2-TZVPD.

Structure (XYZ):
```
206
Properties=species:S:1:pos:R:3:forces:R:3:mulliken_charge:R:1
C -3.3902 0.3062 -7.4180 -1.77 0.73 -0.93 -1.58
C -4.4418 1.2890 -6.8200 1.08 -1.58 -0.85 0.33
C -5.8388 0.7008 -6.8492 -0.60 0.20 -0.40 -0.69
O -6.1296 0.0794 -5.6026 -0.90 0.38 -0.58 -0.29
C -7.5540 0.0000 -5.3856 -0.01 1.13 0.69 -0.82
N -4.0970 1.5600 -5.4252 0.39 0.47 2.28 -0.13
H -3.0781 1.4244 -5.2031 -1.32 -0.14 -0.11 0.37
H -4.3160 2.5123 -5.1494 0.10 1.00 -0.16 -0.01
H -4.7702 1.0596 -4.7652 1.07 -0.31 -0.92 0.51
H -3.3053 -0.5802 -6.7834 0.27 0.12 -0.20 0.43
H -2.4818 0.8660 -7.5922 0.53 -0.32 0.15 0.46
H -3.8119 0.0268 -8.4279 0.70 0.05 1.06 0.40
H -4.4267 2.2231 -7.3662 0.06 0.16 -0.05 0.31
H -5.9185 -0.0501 -7.6476 0.01 0.27 0.09 0.36
H -6.4852 1.5598 -7.1165 -0.42 -0.63 0.55 0.44
H -8.1473 -0.3770 -6.2002 0.33 -1.01 -0.48 0.36
H -7.9890 0.9963 -5.2825 0.37 0.37 0.25 0.27
H -7.7178 -0.5018 -4.4393 0.03 -0.39 -0.17 0.27
C 1.0363 1.0544 10.1842 -1.61 1.38 -0.40 -1.19
C 0.0144 0.5291 9.2005 0.51 -1.25 -0.71 0.29
C -1.3676 0.7430 9.7921 0.15 -0.70 0.36 -0.83
O -2.3180 0.4897 8.8298 -1.45 -0.44 -0.13 -0.45
C -2.6966 -0.8985 8.6767 2.11 -0.65 -0.83 -0.59
N 0.0395 1.2536 7.8327 -0.89 -0.70 0.55 -0.01
H 0.5071 2.1178 7.9871 0.57 1.12 -0.23 0.41
H 0.4815 0.7760 7.0310 0.06 -0.15 0.22 0.11
H -0.9346 1.4733 7.5362 0.41 -0.34 0.26 0.41
H 0.9267 2.1474 9.9918 0.58 -0.33 0.91 0.38
H 2.0657 0.7670 10.0316 0.07 -0.31 0.27 0.34
H 0.5425 0.8205 11.1641 1.33 0.27 -0.51 0.35
H 0.1883 -0.5408 8.9862 -0.31 0.45 -0.08 0.29
H -1.4818 1.7862 10.1240 0.01 -0.28 0.11 0.37
H -1.4846 0.0202 10.6367 0.17 0.81 -0.26 0.45
H -2.4138 -1.5733 9.5613 -0.45 1.19 -1.14 0.30
H -2.1719 -1.2457 7.7364 -0.39 -0.14 1.10 0.21
H -3.7314 -0.9509 8.4384 -0.92 0.08 0.25 0.27
C 3.5698 -2.0427 -5.4264 -0.37 0.30 0.19 -1.28
C 4.7792 -1.5525 -4.7036 3.65 -1.89 0.71 0.66
C 6.1518 -1.8855 -5.4783 -1.71 1.84 -1.01 -0.81
O 7.0987 -0.9310 -5.1034 -0.13 1.04 0.29 -0.32
C 8.3803 -1.3342 -4.7160 0.74 0.08 -0.33 -0.75
N 4.8860 -0.1268 -4.4449 -1.86 1.50 -0.24 0.11
H 5.4445 0.1642 -3.6684 1.20 -0.60 0.79 0.25
H 5.2512 0.4135 -5.2304 -0.35 -0.05 -0.13 0.41
H 3.9630 0.2136 -4.0723 0.03 0.20 -0.77 0.33
H 3.5644 -1.6928 -6.4437 0.10 -0.01 -0.64 0.37
H 2.6322 -1.7010 -5.0034 -0.14 0.07 0.36 0.26
H 3.5527 -3.1283 -5.4017 0.10 -0.07 -0.12 0.40
H 4.9820 -2.0253 -3.7282 -0.83 0.14 -0.11 -0.04
H 5.9299 -1.5960 -6.5467 0.22 -1.26 0.55 0.34
H 6.4706 -2.8902 -5.2808 0.07 -0.61 -0.29 0.44
H 8.9140 -1.8231 -5.5359 0.01 0.06 -0.06 0.33
H 8.2885 -2.0305 -3.9114 0.23 -0.49 0.83 0.33
H 8.9623 -0.4430 -4.4071 -0.51 -0.51 -0.14 0.24
C -1.4750 -8.2391 -3.9915 1.57 0.36 1.68 -1.36
C -2.3370 -8.3086 -2.7241 -0.73 -1.25 -1.17 0.08
C -1.6201 -7.9519 -1.4386 -0.01 -1.43 0.47 -0.56
O -0.7525 -9.1306 -1.2251 -1.78 1.89 -0.88 -0.36
C 0.3233 -8.9138 -0.3618 1.86 -1.97 -1.10 -0.82
N -3.6041 -7.5027 -2.9629 2.47 0.68 -1.17 -0.05
H -3.2878 -6.5251 -3.1286 -0.14 0.00 -0.07 0.35
H -4.1253 -7.7985 -3.7761 -0.25 -0.41 -0.01 0.39
H -4.1352 -7.3963 -2.1544 -1.69 -0.17 1.79 0.41
H -1.7169 -9.0066 -4.6885 -0.26 -0.41 -0.64 0.38
H -0.4284 -8.4116 -3.6379 -0.75 -0.17 -0.42 0.31
H -1.4220 -7.2575 -4.4490 -0.40 0.23 -0.13 0.39
H -2.6716 -9.3510 -2.6150 0.06 0.30 0.10 0.43
H -2.3592 -7.8674 -0.5950 0.77 0.16 -0.56 0.38
H -1.0680 -7.0302 -1.6164 0.31 0.07 0.49 0.36
H 0.0271 -8.9944 0.6607 -0.23 0.91 0.94 0.37
H 0.9587 -8.0698 -0.7013 -0.46 -0.17 0.71 0.32
H 0.9500 -9.8576 -0.4807 -0.50 1.20 -0.03 0.28
C 5.7562 1.5841 2.2732 -1.60 -0.61 -1.04 -1.44
C 6.9099 1.5576 1.3241 2.34 -1.14 0.98 0.33
C 8.2034 1.1880 2.1731 -0.73 0.08 -0.40 -1.00
O 9.2443 0.7722 1.3566 -0.02 0.85 -1.93 -0.37
C 10.3850 0.2253 1.9949 -0.46 0.16 0.22 -0.72
N 6.7991 0.4507 0.3374 0.43 0.24 0.03 0.11
H 7.7802 0.3392 0.0313 -0.34 -0.78 0.09 0.49
H 6.3708 -0.4436 0.6887 0.46 -0.38 -0.22 0.28
H 6.2834 0.6892 -0.5048 -0.38 0.06 -0.13 -0.13
H 5.7949 2.2694 3.0779 0.67 0.75 0.82 0.62
H 5.4336 0.6004 2.6856 0.60 0.49 -0.46 0.34
H 4.9476 1.9522 1.6648 -0.95 0.02 -0.06 0.06
H 7.0362 2.3945 0.6392 0.03 0.70 0.83 0.56
H 7.9235 0.3450 2.7728 -0.56 -0.78 0.63 0.45
H 8.4697 1.9534 2.9033 0.11 0.51 -0.31 0.54
H 10.0622 -0.7590 2.3559 0.59 0.10 0.42 0.32
H 10.6319 0.9479 2.7844 0.49 -0.64 0.12 0.30
H 11.2148 0.1155 1.2725 -0.62 0.19 0.33 0.23
C -1.3563 0.1656 0.3263 0.95 -0.62 -0.48 -1.02
C -0.7050 -1.2510 0.4546 0.28 0.06 -0.89 0.30
C 0.5517 -1.3411 1.3391 -0.31 2.06 0.49 0.29
O 1.1898 -2.6049 1.4388 -1.54 0.76 0.04 -0.08
C 2.4847 -2.4785 0.9433 1.53 -0.48 -0.94 -0.99
N -1.7489 -2.1595 1.0260 -0.01 -0.97 0.54 0.58
H -2.3217 -1.7934 1.7951 0.52 0.59 0.13 0.49
H -2.4168 -2.4926 0.3451 -0.42 -0.15 -1.03 0.07
H -1.3713 -3.0153 1.4652 0.23 0.31 -0.04 0.23
H -1.4905 0.5267 1.3108 -0.45 0.44 1.32 0.60
H -2.3490 0.1521 -0.1776 0.87 -0.11 0.10 0.49
H -0.6599 0.8863 -0.1478 -0.64 -0.76 -0.11 -0.52
H -0.3888 -1.6113 -0.5618 -0.77 -0.05 0.85 0.00
H 0.3176 -0.9165 2.3293 -0.21 -0.67 0.14 -0.16
H 1.2354 -0.5391 0.9741 -0.15 -0.75 -0.24 -0.29
H 2.5007 -2.4354 -0.1717 0.03 0.14 0.68 0.28
H 3.1117 -3.3243 1.2373 -0.33 -0.10 -0.02 0.38
H 2.9539 -1.5989 1.3793 0.23 0.16 -0.16 0.41
C -7.0168 10.2515 -4.2608 -0.55 -0.04 -0.54 -1.39
C -6.2135 9.5538 -3.1657 -1.44 -0.26 0.62 0.08
C -7.0903 8.9907 -2.0343 0.41 0.14 0.18 -0.66
O -6.2107 8.4014 -1.0985 0.61 0.22 -1.04 -0.31
C -6.8216 7.8043 0.0137 1.24 -1.68 0.62 -0.68
N -5.4104 8.3980 -3.7132 0.21 0.49 2.08 -0.03
H -6.0835 7.9084 -4.2477 -0.55 -1.45 -1.36 0.24
H -4.6661 8.7879 -4.2457 0.74 -0.04 -0.97 0.39
H -5.0064 7.7350 -2.9885 -0.82 0.93 -0.60 0.23
H -7.6749 11.0669 -3.8658 0.63 -0.86 -0.08 0.38
H -7.6387 9.5512 -4.8434 -0.03 0.11 0.45 0.36
H -6.3805 10.7161 -5.0135 0.26 0.10 0.15 0.41
H -5.5225 10.2534 -2.7831 0.86 0.65 0.77 0.30
H -7.7956 8.2510 -2.4003 -0.12 -0.39 -0.41 0.41
H -7.7197 9.7660 -1.5872 0.29 0.30 -0.01 0.48
H -6.2341 6.8533 0.3077 -0.76 1.56 -0.51 0.10
H -7.8126 7.4683 -0.2456 -0.57 0.07 0.23 0.38
H -6.7626 8.5075 0.8371 -0.49 -0.04 0.30 0.29
C -0.9167 4.1904 -0.0956 -0.55 2.56 -1.51 -1.30
C 0.5820 4.1435 -0.3409 0.21 0.67 0.83 0.65
C 1.1842 5.5622 -0.3200 0.72 -1.48 2.04 -1.02
O 2.6416 5.5332 -0.4250 -2.35 -0.36 0.07 -0.17
C 3.1606 6.7717 0.0350 0.24 0.30 -0.95 -0.67
N 1.1326 3.2448 0.7309 -0.19 -0.49 -1.55 1.01
H 0.9776 2.2718 0.4366 0.06 0.34 0.30 -0.55
H 2.1135 3.3417 0.9220 0.72 0.29 -0.17 0.16
H 0.6204 3.4962 1.5512 -0.26 -0.18 1.42 0.55
H -1.3351 3.2538 -0.3227 -0.74 -1.25 -0.54 0.39
H -1.2984 4.9689 -0.8458 0.12 -1.31 0.85 0.21
H -1.3522 4.5073 0.8606 0.92 0.03 0.16 0.34
H 0.7755 3.6954 -1.2985 0.15 -0.32 -0.25 0.31
H 0.9318 6.0017 0.6999 0.05 -0.15 -1.31 0.32
H 0.6015 6.0010 -1.1189 0.53 1.02 -0.35 0.38
H 4.2091 6.5750 0.3317 -0.67 0.34 0.10 0.22
H 2.4973 7.1358 0.8473 0.88 0.17 -0.26 0.32
H 3.1585 7.4686 -0.8461 0.04 -0.17 1.02 0.27
C 1.9390 -3.9621 5.0092 -0.60 -1.02 -0.12 -1.43
C 1.4575 -5.2441 4.2863 0.11 -0.37 0.24 0.80
C 2.1386 -6.5303 4.8027 0.23 -0.29 -0.07 -1.03
O 1.5364 -7.6913 4.2126 -0.37 1.82 -0.86 -0.31
C 1.8575 -8.8532 4.8982 -1.45 -1.95 0.82 -0.79
N -0.0210 -5.4486 4.5635 1.37 -0.76 -1.95 0.00
H -0.2675 -4.9948 5.4020 -0.57 -0.18 2.14 0.35
H -0.5676 -4.8345 3.9575 -0.70 0.51 -0.90 -0.03
H -0.2464 -6.4484 4.3907 -0.06 0.67 0.72 0.44
H 1.5548 -3.1122 4.4773 0.36 0.57 -0.56 0.23
H 3.0228 -3.9918 5.1193 -0.11 0.32 -0.15 0.45
H 1.4689 -3.8454 5.9859 0.20 -0.43 0.29 0.46
H 1.5386 -5.1202 3.1877 0.13 -0.25 0.61 0.14
H 1.9856 -6.5897 5.8902 0.02 0.16 0.02 0.45
H 3.2406 -6.5474 4.6352 -0.68 0.24 -0.10 0.45
H 1.2424 -8.9520 5.8240 0.13 0.12 -0.44 0.33
H 2.8567 -8.7796 5.2615 1.10 -0.55 -0.12 0.35
H 1.6147 -9.7904 4.2850 0.73 1.57 0.62 0.21
N -1.5491 -2.5104 4.4140 -0.22 -1.57 0.24 1.14
O -1.4790 -3.4821 3.5335 -0.03 1.76 0.11 -0.86
O -1.7614 -1.3369 4.0467 0.35 -1.69 0.56 -0.65
O -1.4353 -2.8925 5.6125 0.10 1.37 -1.32 -0.69
N 5.5624 -2.2134 -0.6628 1.41 1.19 0.80 1.14
O 5.8161 -2.1068 0.5938 0.07 1.22 -0.87 -0.80
O 5.9653 -1.3317 -1.5058 -0.35 -0.39 1.05 -0.61
O 4.9808 -3.1819 -1.0233 -1.36 -1.72 -1.23 -0.66
N -3.5189 -3.2703 -1.0999 -1.78 -2.11 0.04 -0.61
S -4.3828 -4.4879 -0.3262 2.73 3.29 1.52 1.04
O -3.7913 -4.6015 0.9543 0.47 -0.33 0.82 -0.58
O -4.4880 -5.6273 -1.1264 -1.63 -1.83 -1.16 -0.57
F -5.7594 -3.8698 0.0590 -0.21 -0.10 -1.31 -0.23
S -2.9384 -3.6707 -2.5337 1.45 2.99 1.41 0.97
O -2.6043 -5.0148 -2.7894 -0.46 -2.25 -0.63 -0.79
O -1.8451 -2.8030 -2.7791 0.14 1.03 -0.19 -0.48
F -4.0598 -3.2360 -3.5168 -0.48 -0.42 -0.42 -0.21
N 2.7797 0.7938 -2.9807 0.82 0.06 0.39 -0.90
S 3.5157 1.3912 -1.6957 -1.92 2.73 -0.57 1.07
O 2.8201 2.5602 -1.1663 1.28 -2.15 -0.26 -0.49
O 4.9060 1.5471 -1.9666 0.25 -0.48 -0.10 -0.81
F 3.3982 0.2574 -0.6375 -0.07 -0.20 0.42 0.03
S 1.2485 0.4258 -3.0002 -1.13 1.42 0.75 1.01
O 0.6886 0.4552 -4.3073 0.37 0.26 0.15 -0.63
O 0.5492 1.1064 -1.9148 0.62 -1.47 -1.17 -0.48
F 1.3296 -1.1084 -2.7089 -0.22 -0.17 0.74 -0.21
N 0.5317 2.8044 5.0181 -0.67 -0.90 1.01 -0.47
S 1.4522 1.6175 4.6308 1.35 3.69 0.69 1.36
O 1.8298 1.6523 3.2814 0.98 -0.25 -1.96 -0.43
O 1.0985 0.4050 5.2081 -1.55 -2.63 1.41 -0.81
F 2.7515 1.9798 5.5356 -0.28 -0.02 -0.90 -0.38
S 0.4251 4.2578 4.4777 -1.07 0.63 0.25 0.88
O -0.6206 4.9790 5.0998 -0.32 -0.41 0.34 -0.62
O 0.4850 4.3697 3.0531 0.56 -0.07 -0.44 -0.59
F 1.7023 4.9275 5.0407 0.89 0.02 -0.20 -0.25
N -5.7158 5.3918 -3.0527 0.86 0.56 2.89 -0.35
S -6.1406 5.1309 -4.4745 1.85 -1.06 -2.80 1.11
O -5.0076 4.7136 -5.3120 -1.35 0.25 0.46 -0.70
O -7.0184 6.1467 -4.9787 0.18 -0.20 0.44 -0.67
F -6.9770 3.8096 -4.3761 -0.61 -0.16 -0.14 -0.21
S -4.4324 4.6393 -2.3945 0.29 0.08 -4.01 1.18
O -3.2261 5.3722 -2.7144 -0.98 -0.84 0.76 -0.64
O -4.4871 3.2125 -2.6395 0.31 1.11 0.72 -0.52
F -4.7364 4.9171 -0.9460 -0.31 -0.03 1.59 -0.16
```
Forces are in eV/Å.

M, g mol⁻¹: 1655.85
Charge: +3
Orbital gap, eV: 9.38
HOMO energy, eV: -13.73